Record 1
{
  "formula": "C3H7FNO2",
  "method": "the ωB97M-V functional and the def2-TZVPD basis",
  "symbols": ["N", "C", "O", "C", "O", "C", "F", "H", "H", "H", "H", "H", "H", "H"],
  "xyz": [[1.777, 0.514, 0.108], [0.352, 0.110, 0.631], [-0.020, -1.201, 0.464], [-1.052, -1.345, -0.561], [-1.430, -0.119, -1.048], [-1.015, 0.820, -0.145], [-1.804, 0.950, 0.950], [2.162, 1.419, 0.481], [1.764, 0.623, -0.923], [2.574, -0.133, 0.360], [0.322, 0.385, 1.700], [-0.648, -2.031, -1.301], [-1.959, -1.779, -0.062], [-1.023, 1.786, -0.653]],
  "atomic_forces_ev_per_a": [[1.2, 0.1, -0.4], [-2.7, 0.7, -0.3], [1.0, 0.9, -0.5], [-1.2, -2.4, 1.3], [1.3, 1.1, 0.3], [1.7, 0.4, 0.7], [-0.7, -0.2, 0.1], [-1.1, -0.6, -0.2], [0.1, -0.3, 0.5], [-1.3, 0.1, -0.3], [0.3, 0.0, -0.6], [-0.2, 0.3, -0.4], [1.1, 0.0, -0.2], [0.6, 0.0, 0.1]],
  "nbo_charge": [-0.738, 0.194, -0.489, 0.211, -0.470, 0.445, -0.331, 0.457, 0.448, 0.462, 0.227, 0.195, 0.195, 0.196],
  "e_lumo_ev": -4.1,
  "energy_ev": -11518.65509,
  "homo_ev": -15.2,
  "charge": 1,
  "smiles": "[NH3+][C@@H]1OCO[C@H]1F",
  "e_above_lowest_kj_mol": 3.9
}

Record 2
{
  "formula": "C56H44BrIN2O5Pb",
  "method": "the ωB97M-V functional and the def2-TZVPD basis",
  "symbols": ["Pb", "O", "C", "C", "C", "C", "C", "C", "C", "C", "C", "O", "C", "C", "C", "C", "C", "C", "C", "C", "C", "C", "C", "C", "N", "C", "C", "C", "C", "C", "C", "C", "C", "C", "C", "C", "C", "H", "H", "H", "H", "H", "H", "H", "H", "H", "H", "H", "H", "H", "H", "H", "H", "H", "H", "H", "H", "H", "H", "H", "H", "H", "H", "H", "O", "C", "C", "C", "C", "C", "C", "N", "H", "H", "H", "H", "H", "H", "H", "I", "C", "C", "C", "C", "C", "C", "C", "C", "C", "C", "H", "H", "H", "H", "H", "H", "Br", "C", "C", "C", "C", "C", "C", "C", "O", "O", "H", "H", "H", "H"],
  "xyz": [[0.300, 0.751, -0.112], [-0.032, -1.595, -0.586], [0.093, -2.734, 0.148], [-0.518, -2.529, 1.569], [-1.927, -2.024, 1.478], [-2.996, -2.915, 1.502], [-4.284, -2.422, 1.393], [-4.465, -1.060, 1.258], [-3.346, -0.229, 1.222], [-3.509, 1.245, 0.999], [-3.258, 1.678, -0.484], [-1.916, 1.676, -0.803], [-3.785, 3.110, -0.708], [-3.882, 3.580, -2.018], [-4.239, 4.889, -2.288], [-4.500, 5.773, -1.244], [-4.391, 5.325, 0.062], [-4.036, 4.004, 0.325], [-4.039, 0.694, -1.375], [-5.417, 0.793, -1.550], [-6.118, -0.168, -2.267], [-5.443, -1.250, -2.818], [-4.069, -1.356, -2.646], [-3.369, -0.390, -1.933], [-2.104, -0.704, 1.344], [1.572, -3.173, 0.269], [2.416, -2.877, -0.799], [3.760, -3.211, -0.760], [4.291, -3.854, 0.354], [3.461, -4.156, 1.422], [2.111, -3.818, 1.378], [-0.630, -3.917, -0.550], [-1.222, -3.704, -1.787], [-1.871, -4.737, -2.454], [-1.941, -6.004, -1.890], [-1.342, -6.230, -0.655], [-0.688, -5.197, 0.000], [-0.508, -3.447, 2.160], [0.100, -1.782, 2.075], [-2.808, -3.977, 1.596], [-5.135, -3.094, 1.405], [-5.453, -0.632, 1.151], [-4.519, 1.533, 1.302], [-2.782, 1.778, 1.610], [-3.655, 2.900, -2.831], [-4.301, 5.230, -3.315], [-4.770, 6.802, -1.450], [-4.570, 6.006, 0.886], [-3.935, 3.685, 1.355], [-5.950, 1.636, -1.120], [-7.191, -0.071, -2.395], [-5.985, -2.008, -3.373], [-3.538, -2.207, -3.055], [-2.300, -0.482, -1.773], [2.003, -2.324, -1.634], [4.407, -2.941, -1.587], [5.348, -4.092, 0.397], [3.867, -4.634, 2.307], [1.491, -4.035, 2.240], [-1.156, -2.701, -2.193], [-2.327, -4.553, -3.421], [-2.453, -6.808, -2.405], [-1.378, -7.216, -0.207], [-0.202, -5.395, 0.950], [-0.894, 4.130, -1.207], [0.103, 3.964, -2.179], [1.510, 4.052, -1.625], [2.480, 4.796, -2.286], [3.777, 4.803, -1.803], [4.062, 4.081, -0.659], [3.031, 3.375, -0.058], [1.784, 3.354, -0.520], [-1.369, 3.267, -1.122], [-0.004, 4.737, -2.949], [-0.005, 2.993, -2.680], [2.213, 5.346, -3.181], [4.555, 5.353, -2.320], [5.063, 4.031, -0.252], [3.220, 2.781, 0.829], [2.813, -0.170, 1.586], [1.755, 0.060, 3.377], [2.201, -0.563, 4.508], [1.607, -0.266, 5.756], [0.638, 0.690, 5.835], [0.175, 1.359, 4.672], [-0.766, 2.414, 4.766], [-1.173, 3.063, 3.638], [-0.737, 2.626, 2.365], [0.135, 1.577, 2.194], [0.675, 0.996, 3.388], [3.026, -1.262, 4.453], [1.952, -0.776, 6.648], [0.211, 0.966, 6.794], [-1.135, 2.701, 5.745], [-1.862, 3.899, 3.711], [-1.138, 3.132, 1.489], [8.045, -1.720, 1.426], [7.384, -1.389, -0.337], [8.068, -1.931, -1.412], [7.591, -1.668, -2.692], [6.469, -0.872, -2.876], [5.781, -0.354, -1.784], [6.242, -0.626, -0.499], [4.524, 0.505, -1.992], [4.449, 1.089, -3.086], [3.727, 0.525, -1.022], [8.949, -2.538, -1.253], [8.109, -2.088, -3.547], [6.099, -0.629, -3.864], [5.691, -0.245, 0.350]],
  "atomic_forces_ev_per_a": [[-0.6, 0.2, -0.5], [0.1, 0.2, 0.2], [0.0, -0.2, 0.0], [0.0, 0.1, 0.0], [0.0, 0.0, 0.0], [0.0, 0.0, 0.0], [0.0, 0.0, 0.0], [0.0, 0.0, 0.0], [0.1, 0.1, 0.0], [0.0, -0.1, -0.1], [0.0, 0.0, -0.1], [0.0, 0.1, 0.2], [0.0, 0.0, 0.0], [-0.1, 0.0, 0.0], [0.0, 0.0, 0.0], [0.0, 0.0, 0.0], [0.0, 0.0, 0.0], [0.0, 0.0, 0.0], [0.0, 0.0, 0.1], [0.0, 0.0, 0.0], [0.0, 0.0, 0.0], [0.0, 0.0, 0.0], [0.0, 0.0, 0.0], [0.0, 0.0, 0.0], [0.0, -0.1, -0.1], [0.0, 0.0, 0.0], [0.0, 0.0, 0.0], [0.0, 0.0, 0.0], [0.0, 0.0, 0.0], [0.0, 0.0, 0.0], [0.0, -0.1, 0.0], [0.0, 0.1, 0.0], [-0.1, 0.0, 0.0], [0.0, 0.0, 0.0], [0.0, 0.0, 0.0], [0.0, 0.0, 0.0], [0.0, 0.0, 0.0], [0.0, 0.0, 0.0], [0.0, 0.0, 0.0], [0.0, 0.0, 0.0], [0.0, 0.0, 0.0], [0.0, 0.0, 0.0], [0.0, 0.0, 0.0], [-0.1, -0.1, 0.0], [0.0, 0.0, 0.0], [0.0, 0.0, 0.0], [0.0, 0.0, 0.0], [0.0, 0.0, 0.0], [0.0, 0.0, 0.0], [0.0, 0.0, 0.0], [0.0, 0.0, 0.0], [0.0, 0.0, 0.0], [0.0, 0.0, 0.0], [0.0, 0.0, 0.0], [0.0, 0.0, 0.0], [0.0, 0.0, 0.0], [0.0, 0.0, 0.0], [0.0, 0.0, 0.0], [0.0, 0.0, 0.0], [0.0, 0.0, 0.0], [0.0, 0.0, 0.0], [0.0, 0.0, 0.0], [0.0, 0.0, 0.0], [0.0, 0.0, 0.0], [0.1, 0.1, -0.2], [0.0, 0.0, 0.1], [0.0, -0.1, 0.0], [0.0, 0.0, 0.0], [0.0, 0.0, 0.0], [0.0, 0.0, 0.0], [-0.1, 0.0, 0.0], [0.0, 0.1, -0.1], [0.1, -0.2, 0.3], [0.0, 0.0, -0.1], [0.0, 0.0, 0.0], [0.0, 0.0, 0.0], [0.0, 0.0, 0.0], [0.0, 0.0, 0.0], [0.0, 0.0, 0.0], [0.4, 0.0, 0.2], [0.0, 0.0, -0.1], [0.0, 0.0, 0.1], [0.0, 0.0, -0.1], [0.0, 0.0, 0.0], [0.0, 0.0, 0.0], [0.0, 0.0, 0.0], [0.0, 0.0, -0.1], [0.0, 0.0, 0.0], [0.1, -0.2, 0.1], [-0.1, 0.0, 0.1], [0.0, 0.0, 0.0], [0.0, 0.0, 0.0], [0.0, 0.0, 0.0], [0.0, 0.0, 0.0], [0.0, 0.0, 0.0], [0.1, 0.0, 0.0], [0.0, 0.0, 0.0], [0.0, 0.0, 0.0], [0.0, 0.0, 0.0], [0.0, 0.0, 0.0], [0.0, 0.0, 0.0], [0.1, -0.1, 0.0], [0.0, 0.0, 0.0], [-0.1, 0.1, 0.1], [0.0, -0.1, 0.0], [0.1, 0.0, -0.1], [0.0, 0.0, 0.0], [0.0, 0.0, 0.0], [0.0, 0.0, 0.0], [0.0, 0.0, 0.0]],
  "mulliken_charge": [1.684, -0.463, 2.317, -0.365, -0.778, -0.721, -1.096, -0.770, -0.884, -0.455, 4.026, -0.694, -1.625, 0.147, -0.910, -0.440, -1.021, -0.064, -0.708, -0.184, -0.969, -0.663, -0.494, 0.197, 0.729, -0.490, -0.251, -0.605, -0.495, -1.153, 0.353, -0.642, -0.220, -0.940, -0.525, -0.843, -0.075, 1.009, -0.109, 0.433, 0.375, 0.443, 0.951, -0.589, 0.440, 0.351, 0.370, 0.385, 0.321, 0.404, 0.370, 0.394, 0.288, 0.008, 0.385, 0.465, 0.404, 0.353, 0.340, 0.453, 0.412, 0.370, 0.383, 0.330, -0.625, -0.301, 0.604, -0.978, -0.258, -0.940, -0.200, 0.324, -0.155, 0.314, 0.148, 0.334, 0.357, 0.387, 0.365, -0.230, 0.612, -0.264, -0.794, -0.780, 0.873, -1.170, -0.592, -0.514, -0.127, 0.209, 0.422, 0.377, 0.323, 0.285, 0.443, 0.448, -0.236, -0.206, -0.387, -0.495, -0.365, 0.304, 0.180, -0.402, -0.795, 0.231, 0.386, 0.363, 0.430, 0.441],
  "e_lumo_ev": 3.8,
  "energy_ev": -155398.32039,
  "homo_ev": -2.6,
  "charge": -2
}

Record 3
{
  "formula": "C3H10O4",
  "method": "the ωB97M-V functional and the def2-TZVPD basis",
  "symbols": ["O", "C", "O", "C", "C", "H", "H", "H", "H", "H", "H", "H", "H", "O", "H", "H", "O"],
  "xyz": [[3.274, 0.411, -0.364], [-1.264, -1.250, -0.071], [-0.433, -1.042, -1.069], [-2.168, -0.336, 0.578], [-2.167, 1.224, 0.374], [0.355, 0.462, -0.411], [-1.479, -2.290, 0.200], [-2.726, -0.780, 1.377], [-1.447, 1.701, 1.043], [-3.112, 1.743, 0.371], [-1.723, 1.325, -0.639], [1.751, 1.201, -0.162], [2.779, -1.097, -0.473], [2.160, -1.835, -0.131], [4.185, 0.652, -0.280], [1.284, -1.443, -0.193], [0.733, 1.353, -0.150]],
  "atomic_forces_ev_per_a": [[-1.2, -0.3, -0.3], [1.3, -0.3, -3.3], [-3.1, -0.3, 3.6], [1.7, 3.4, -0.1], [0.7, -2.7, -1.7], [0.9, 1.7, 0.1], [0.5, 0.0, 0.1], [-0.6, -0.2, 0.2], [0.0, -0.2, 0.2], [-0.5, -0.3, 0.5], [-0.1, 0.4, 0.6], [-1.5, 0.1, 0.0], [-0.6, -0.2, 0.5], [0.5, 0.2, -0.4], [0.9, 0.2, 0.2], [0.1, 0.1, 0.0], [1.0, -1.6, -0.2]],
  "nbo_charge": [-0.917, 0.189, -0.435, 0.137, -0.716, 0.455, 0.168, 0.206, 0.315, 0.249, 0.267, 0.525, 0.510, -0.856, 0.446, 0.452, -0.995],
  "e_lumo_ev": -5.4,
  "energy_ev": -11455.53291,
  "homo_ev": -8.6,
  "e_above_lowest_kj_mol": 792.8
}

Record 4
{
  "formula": "C4H3N3O",
  "method": "the ωB97M-V functional and the def2-TZVPD basis",
  "symbols": ["H", "N", "C", "N", "C", "C", "C", "O", "N", "H", "H"],
  "xyz": [[2.484, -1.681, 0.597], [2.767, -0.547, 0.200], [1.544, -0.059, -0.199], [1.287, 1.284, -0.271], [0.032, 1.367, 0.002], [-0.525, 0.004, -0.124], [-2.155, -0.527, -0.120], [-3.148, 0.150, 0.098], [0.364, -0.821, -0.337], [-0.422, 2.388, 0.409], [-2.228, -1.557, -0.255]],
  "atomic_forces_ev_per_a": [[1.1, 4.0, -2.0], [-6.0, -1.9, 0.2], [5.6, -3.3, 0.8], [0.0, 1.9, 1.0], [-0.1, 2.8, 0.8], [-6.3, 0.7, 0.3], [0.6, 4.0, 1.1], [2.6, -0.9, -0.5], [1.7, -2.7, 0.3], [0.7, -2.5, -1.4], [0.2, -2.2, -0.5]],
  "nbo_charge": [0.349, -0.478, 0.442, -0.396, 0.044, 0.134, 0.427, -0.475, -0.427, 0.241, 0.137],
  "e_lumo_ev": -1.8,
  "energy_ev": -10710.35130,
  "homo_ev": -10.7,
  "smiles": "[H]/N=C1/N=CC(C=O)=N1",
  "e_above_lowest_kj_mol": 318.4
}

Record 5
{
  "formula": "C10H19FIN3O5PS",
  "method": "the ωB97M-V functional and the def2-TZVPD basis",
  "symbols": ["N", "C", "O", "N", "P", "O", "I", "S", "O", "O", "F", "H", "C", "C", "C", "C", "C", "C", "N", "O", "C", "C", "C", "H", "H", "H", "H", "H", "H", "H", "H", "H", "H", "H", "H", "H", "H", "H", "H", "H", "H"],
  "xyz": [[-4.065, 6.259, -1.185], [-2.986, 5.986, -1.466], [-1.919, 5.482, -2.001], [-1.765, 4.126, -1.527], [-0.224, 3.719, -0.799], [-0.364, 4.456, 0.634], [1.534, 4.941, -1.950], [-2.230, 3.029, -2.733], [-3.467, 3.463, -3.228], [-1.254, 2.817, -3.718], [-2.515, 1.759, -1.925], [-0.155, 3.770, 1.275], [2.792, -2.741, 0.943], [1.726, -2.140, 0.008], [0.594, -3.159, -0.184], [-0.309, -3.358, 1.033], [-0.392, -2.109, 1.921], [-0.056, -0.790, 1.208], [1.271, -0.900, 0.648], [1.674, 0.258, -0.010], [-0.031, 0.292, 2.285], [-1.174, -0.429, 0.208], [2.368, -1.944, -1.356], [3.622, -2.044, 1.064], [3.199, -3.683, 0.543], [2.385, -2.951, 1.933], [-0.027, -2.843, -1.027], [1.013, -4.126, -0.485], [-1.309, -3.637, 0.689], [0.044, -4.203, 1.631], [-1.389, -2.051, 2.370], [0.298, -2.231, 2.761], [0.780, 0.112, 2.991], [-0.974, 0.302, 2.846], [0.109, 1.282, 1.848], [-2.139, -0.354, 0.724], [-1.287, -1.172, -0.584], [-0.983, 0.533, -0.265], [2.720, -2.908, -1.742], [3.226, -1.278, -1.305], [1.658, -1.534, -2.075]],
  "atomic_forces_ev_per_a": [[-0.3, 0.7, 0.6], [-0.7, -0.7, -0.8], [0.4, 0.1, -0.1], [1.0, -0.4, 0.5], [0.3, -1.6, 0.2], [-0.1, 0.5, -0.5], [-0.4, 0.3, 0.0], [-0.9, 1.0, -1.7], [-1.6, 0.7, 0.3], [1.7, -0.7, 0.3], [0.7, 0.1, 0.6], [0.1, -0.2, 0.5], [0.2, -0.4, -0.1], [-0.1, -0.5, 0.4], [-0.3, -0.2, -0.1], [0.0, 0.0, 0.0], [0.0, -0.2, 0.1], [-0.2, -0.5, -0.1], [0.4, 0.3, 0.3], [-0.1, 0.6, -0.3], [-0.2, 0.3, 0.2], [-0.3, 0.0, 0.0], [0.1, 0.2, -0.3], [-0.1, 0.1, 0.0], [0.0, 0.0, 0.0], [-0.1, 0.1, 0.0], [0.1, 0.1, 0.0], [0.1, 0.0, 0.0], [0.0, 0.0, 0.0], [0.0, 0.0, 0.0], [0.0, 0.1, 0.0], [0.1, 0.1, -0.1], [0.1, 0.0, -0.1], [0.0, 0.0, 0.0], [0.1, -0.1, -0.1], [0.0, 0.0, 0.0], [0.1, 0.0, 0.0], [0.3, 0.0, 0.0], [-0.1, -0.1, 0.1], [-0.1, 0.1, 0.1], [0.0, 0.1, 0.1]],
  "nbo_charge": [-0.362, 0.528, -0.345, -0.705, 1.146, -0.984, -0.114, 2.527, -0.917, -0.878, -0.429, 0.522, -0.605, 0.108, -0.405, -0.405, -0.391, 0.101, -0.230, -0.860, -0.580, -0.633, -0.596, 0.214, 0.167, 0.193, 0.195, 0.191, 0.190, 0.190, 0.189, 0.198, 0.210, 0.173, 0.197, 0.178, 0.194, 0.216, 0.172, 0.229, 0.211],
  "e_lumo_ev": 1.6,
  "energy_ev": -56324.23976,
  "homo_ev": -1.6,
  "charge": -1,
  "e_above_lowest_kj_mol": 0.0
}

Record 6
{
  "formula": "C2H7N2O5Sn",
  "method": "the ωB97M-V functional and the def2-TZVPD basis",
  "symbols": ["Sn", "O", "H", "C", "N", "O", "O", "H", "H", "H", "C", "N", "O", "O", "H", "H", "H"],
  "xyz": [[0.794, -0.143, 3.367], [0.791, 0.569, 1.465], [0.481, 0.110, 0.659], [-0.408, -1.255, 0.285], [0.825, -1.700, 1.019], [0.696, -2.407, 2.044], [1.956, -1.383, 0.599], [-1.041, -0.771, 1.029], [-0.756, -2.129, -0.266], [-0.079, -0.464, -0.389], [-0.186, 0.905, -1.844], [-0.822, 1.894, -0.904], [-1.338, 2.894, -1.367], [-0.715, 1.735, 0.341], [-0.283, -0.086, -1.401], [0.836, 1.283, -1.862], [-0.751, 0.948, -2.776]],
  "atomic_forces_ev_per_a": [[0.2, 0.6, -1.9], [1.2, -0.1, 3.9], [0.9, 2.1, 1.5], [0.4, -1.3, 0.7], [3.5, -1.7, -1.1], [-0.4, 1.4, -0.1], [-3.2, -1.4, 0.4], [-0.6, -0.8, -0.4], [-0.4, 0.1, 0.2], [0.0, -1.6, 1.2], [-0.7, 0.9, 0.1], [-1.0, 2.0, 1.8], [0.6, -1.3, -0.2], [-1.0, -0.1, -3.3], [0.0, 1.4, -2.3], [0.1, -0.4, -0.5], [0.5, 0.2, 0.0]],
  "nbo_charge": [1.616, -1.189, 0.489, -0.471, 0.497, -0.441, -0.272, 0.262, 0.282, 0.191, -0.456, 0.512, -0.300, -0.427, 0.181, 0.261, 0.265],
  "e_lumo_ev": -6.0,
  "energy_ev": -21220.04673,
  "homo_ev": -14.0,
  "charge": 1,
  "e_above_lowest_kj_mol": 210.8
}

Record 7
{
  "formula": "C4F7N",
  "method": "the ωB97M-V functional and the def2-TZVPD basis",
  "symbols": ["F", "C", "F", "C", "F", "C", "F", "F", "F", "N", "C", "F"],
  "xyz": [[-2.019, 0.553, 1.165], [-0.763, 0.728, 0.944], [-0.455, 1.997, 0.771], [0.208, -0.207, 1.041], [-0.088, -1.564, 1.299], [1.684, 0.210, 0.682], [1.798, 1.380, 0.159], [2.397, 0.224, 1.756], [2.198, -0.710, -0.165], [-2.018, -0.556, -3.629], [-1.703, -0.942, -2.585], [-1.239, -1.115, -1.438]],
  "atomic_forces_ev_per_a": [[-0.8, -0.2, 0.0], [2.1, -0.9, 0.8], [-0.6, -0.2, -0.1], [-0.6, -0.1, -0.7], [0.7, 2.8, -0.6], [-2.1, -2.7, 0.0], [-0.2, 1.6, -1.4], [1.5, -0.5, 2.2], [-0.1, 0.1, 0.0], [-0.1, -0.7, 0.6], [-0.1, 1.3, -1.6], [0.2, -0.6, 0.9]],
  "nbo_charge": [-0.266, 0.708, -0.279, 0.098, -0.302, 0.951, -0.287, -0.300, -0.322, -0.398, 0.634, -0.238],
  "e_lumo_ev": 0.2,
  "energy_ev": -24657.33689,
  "homo_ev": -10.9,
  "smiles": "FC(F)=C(F)C(F)(F)F.N#CF",
  "e_above_lowest_kj_mol": 112.9
}

Record 8
{
  "formula": "H8O4",
  "method": "the ωB97M-V functional and the def2-TZVPD basis",
  "symbols": ["O", "H", "H", "O", "H", "H", "O", "H", "H", "O", "H", "H"],
  "xyz": [[-0.366, -1.872, -1.033], [0.321, -1.336, -0.637], [-0.081, -2.774, -0.886], [0.592, -0.587, 0.306], [0.803, 0.189, -0.214], [-0.009, -0.268, 0.980], [-0.646, 0.142, 1.574], [-0.813, 1.059, 1.791], [-1.515, -0.231, 1.426], [0.696, 1.878, -0.732], [1.219, 1.796, -1.529], [-0.200, 2.004, -1.046]],
  "atomic_forces_ev_per_a": [[-3.4, -3.9, -3.8], [0.7, 0.2, 0.6], [-0.2, -0.3, -0.2], [9.7, -1.0, -3.9], [0.3, 0.4, 0.2], [3.7, -2.0, -2.8], [-10.7, 5.9, 10.2], [0.3, 0.5, 0.2], [-0.5, -0.5, -0.1], [0.1, 0.5, 0.1], [0.2, 0.1, -0.3], [-0.3, 0.0, -0.2]],
  "nbo_charge": [-1.028, 0.455, 0.439, -0.988, 0.460, 0.414, -0.786, 0.502, 0.505, -0.937, 0.485, 0.478],
  "e_lumo_ev": 0.1,
  "energy_ev": -8315.02990,
  "homo_ev": -8.5,
  "e_above_lowest_kj_mol": 544.8
}